[1]
Entry from the OMol25 dataset: a molecular structure, C20H19F3I2NO5Pd at a distorted geometry (the ωB97M-V functional and the def2-TZVPD basis).

Positions of all 51 atoms, in Å:
Pd1 -0.24424 -0.17077 0.67374
N1 -1.19023 2.93550 2.16297
C1 0.03562 2.75600 1.70829
O1 0.31655 1.84718 0.90126
C2 1.08915 3.73117 2.16992
I1 3.06012 2.98947 2.02716
H1 -1.92915 2.32489 1.82086
H2 -1.39661 3.66318 2.82562
H3 0.91693 4.00629 3.20650
H4 1.02654 4.62670 1.55341
F1 0.32295 -0.76174 3.24099
C3 -0.78508 -0.73966 2.52947
F2 -1.61973 0.12187 3.05046
F3 -1.31831 -1.92680 2.44169
I2 -6.91818 3.11850 -4.23682
C4 -5.43516 2.32123 -3.02368
C5 -4.57680 1.35293 -3.53189
C6 -3.58739 0.82361 -2.72208
C7 -3.46098 1.25898 -1.40677
C8 -4.32838 2.22450 -0.90217
C9 -5.31450 2.76092 -1.71059
C10 -2.41096 0.69154 -0.54308
O2 -1.53719 -0.08197 -1.04194
O3 -2.32116 0.92813 0.70328
H5 -4.68122 1.01526 -4.55356
H6 -2.91360 0.07132 -3.10589
H7 -4.23498 2.54882 0.12558
H8 -5.98844 3.51272 -1.32419
C11 6.11811 -5.26815 1.35206
C12 4.95875 -4.33410 1.17686
C13 5.12499 -3.09448 0.57062
C14 4.07032 -2.21497 0.39609
C15 4.34102 -0.89143 -0.26583
C16 2.79209 -2.62223 0.83191
C17 2.58668 -3.89043 1.42975
C18 1.24455 -4.37727 1.91001
C19 3.68619 -4.70784 1.60287
C20 1.68562 -1.71499 0.68482
O4 0.44704 -2.06650 0.59055
O5 1.78857 -0.44587 0.64760
H9 7.06535 -4.77103 1.15250
H10 6.02795 -6.11338 0.66696
H11 6.14313 -5.67137 2.36456
H12 6.10928 -2.80301 0.22546
H13 5.33065 -0.90629 -0.71784
H14 4.30630 -0.07289 0.45396
H15 3.61653 -0.66659 -1.04870
H16 0.82042 -3.70902 2.66143
H17 1.35480 -5.35936 2.36472
H18 0.52620 -4.45512 1.09534
H19 3.55024 -5.67398 2.07388

Net charge: +1
Orbital gap, hartree: 0.1694
Energy above the lowest of the compared OMol25 structures with the same formula, charge and spin, kcal/mol: 23.3
E, eV: -60601.696

[2]
Entry from the OMol25 dataset: C8H9NOS in the gas phase at a distorted geometry (the ωB97M-V functional and the def2-TZVPD basis).

Positions of all 20 atoms, in Å:
C1 0.89474 2.24327 1.29400
C2 2.24883 2.17312 1.15656
C3 0.22604 1.11419 0.76765
C4 1.09615 0.18499 0.33913
C5 -1.61321 -0.24210 0.23150
C6 -0.51818 -1.00882 -0.61428
C7 -0.50007 -0.77880 -2.08614
C8 -0.19776 -2.33441 -0.00494
N1 -1.16323 0.88790 0.72337
O1 -2.78365 -0.60658 0.27718
S1 2.67551 0.78975 0.23685
H1 0.38772 2.96460 1.93592
H2 2.96635 3.02139 1.43336
H3 -0.93659 0.38444 -2.18497
H4 -1.23358 -1.48628 -2.51600
H5 0.57966 -0.92511 -2.41951
H6 -0.16381 -2.23804 1.05309
H7 0.72490 -2.74374 -0.57511
H8 -1.05166 -3.15926 -0.19351
H9 -1.63814 1.75948 1.14585

Orbital gap, hartree: 0.3090
Energy above the lowest of the compared OMol25 structures with the same formula, charge and spin, kcal/mol: 95.4
E, eV: -22811.109

[3]
Entry from the OMol25 dataset: 6 unconnected molecules or ions with the total composition CH14N2O5 at a distorted geometry (the ωB97M-V functional and the def2-TZVPD basis).

Positions of all 22 atoms, in Å:
N1 0.57758 -0.95786 2.01140
C1 0.53816 0.30427 1.41634
N2 1.62514 0.43091 0.46915
H1 1.07590 -1.08463 2.88060
H2 0.67348 1.11476 2.13133
H3 -0.44381 0.42021 0.81970
H4 1.99025 -0.50340 0.18411
H5 -2.65834 -0.73036 -1.64564
H6 -0.33620 -0.70787 -1.83003
O1 -1.97961 -0.87083 -0.99762
H7 -1.96951 -0.02675 -0.45816
H8 -2.82873 1.25667 0.81088
O2 -1.99500 1.23111 0.36215
H9 1.36789 0.87899 -0.42641
H10 0.95469 -1.15149 -1.20828
O3 0.61681 -0.52581 -1.91493
H11 -0.31383 2.94711 -1.78698
H12 -0.74699 2.09923 -0.53953
O4 -0.01551 2.62446 -0.92878
H13 1.65772 -2.93898 -0.54708
H14 0.73781 -1.71696 1.31272
O5 1.47210 -2.09278 -0.11496

Orbital gap, hartree: 0.1809
Energy above the lowest of the compared OMol25 structures with the same formula, charge and spin, kcal/mol: 167.1
E, eV: -14475.246

[4]
Entry from the OMol25 dataset: a molecular structure, C5H10O2Pt at a distorted geometry (the ωB97M-V functional and the def2-TZVPD basis).

Positions of all 18 atoms, in Å:
C1 1.93252 -2.03530 0.38988
O1 1.30507 -0.77246 0.31717
C2 0.52525 -0.37036 1.49319
C3 0.04120 1.02899 1.23120
H1 2.46267 -2.20108 -0.55383
H2 2.64752 -2.04356 1.22612
H3 1.18735 -2.83146 0.54289
H4 1.21221 -0.44074 2.35104
H5 0.56968 1.78002 1.83450
H6 -1.04074 1.12603 1.39867
C4 -2.31848 1.49539 -1.37297
C5 -1.47193 0.86433 -2.33083
O2 -0.23209 0.77129 -2.16359
Pt1 0.65550 0.68214 -0.64290
H7 -3.35964 1.70564 -1.61997
H8 -1.95044 1.65099 -0.35570
H9 -1.86325 0.73090 -3.35182
H10 -0.30239 -1.14077 1.60695

Multiplicity: 4
Net charge: +1
Orbital gap (spin up / spin down), hartree: 0.3051 / 0.2603
⟨S²⟩: 3.77
Energy above the lowest of the compared OMol25 structures with the same formula, charge and spin, kcal/mol: 0.0
E, eV: -12674.082